Entry 1:
Here is a 2-piece molecular cluster, C3H12NS overall in a non-equilibrium geometry from the Open Molecules 2025 dataset. Energies are from ωB97M-V with the def2-TZVPD basis set.

Structure (XYZ):
```
17
Properties=species:S:1:pos:R:3:forces:R:3
C 2.25221 -0.11339 -0.74829 2.9 -0.8 -0.5
N 1.86576 1.31817 -0.61559 -3.0 -1.4 1.0
H 2.53588 -0.44118 -1.77017 -0.7 0.6 0.4
H 3.20709 -0.16754 -0.21706 -0.3 -0.4 0.2
H 1.52864 -0.78218 -0.27579 0.0 0.5 -0.2
H 1.22081 1.14709 0.23524 0.2 0.9 -1.0
H 1.24211 1.55339 -1.39928 0.4 0.6 0.4
H 2.51860 2.04485 -0.34658 0.6 -0.2 -0.5
C -2.20559 -0.73467 -0.22724 1.5 -0.2 -2.0
C -1.83521 -0.98157 1.19963 -0.8 2.5 -0.1
S -0.37197 0.21648 1.52091 -0.6 0.3 0.6
H -1.31364 -0.86951 -0.90707 -0.7 -0.2 0.7
H -2.42456 0.31687 -0.39224 -0.6 0.0 0.1
H -2.96960 -1.37753 -0.64877 -0.4 0.0 0.3
H -2.68861 -0.63277 1.80641 0.7 -0.1 0.2
H -1.65323 -1.99848 1.47153 0.9 -0.4 0.2
H -0.90866 1.50199 1.31434 -0.1 -1.6 0.2
```
Forces are in eV/Å.

Summary:
energy above the lowest of the compared OMol25 structures with the same formula, charge and spin: 105.7 kJ/mol
Kohn-Sham gap: 9.8 eV
LUMO level: -3.551 eV
total charge: +1
E: -574.1527 a.u.
HOMO energy: -13.36 eV

=====

Entry 2:
Here is one molecule with the formula C4H5ClN2 in a non-equilibrium geometry from the Open Molecules 2025 dataset. Energies are from ωB97M-V with the def2-TZVPD basis set.

Structure (XYZ):
```
12
Properties=species:S:1:pos:R:3:forces:R:3
Cl -1.10532 1.88318 0.90503 -1.1 0.1 0.9
C -0.48053 0.70138 -0.16805 3.0 0.2 -2.1
C -0.60994 -0.81497 0.01805 -0.7 -3.7 0.3
C 0.06816 -1.85924 -0.87673 -5.1 -2.1 -3.5
N 1.19633 -1.60926 -1.29963 3.0 0.9 2.2
N 1.66689 -0.65220 -0.30089 0.7 -2.5 -0.9
C 0.63160 -0.23005 0.50560 -1.7 3.7 2.7
H -0.09330 1.38347 -1.08741 -1.1 -2.8 1.6
H -1.30154 -1.50361 0.60743 0.3 2.3 -0.1
H -0.40315 -2.80779 -1.40119 0.2 2.2 1.3
H 2.24012 -0.07412 -0.80708 1.6 2.3 -0.6
H 0.65001 0.03556 1.63321 1.0 -0.7 -2.0
```
Forces are in eV/Å.

Summary:
energy above the lowest of the compared OMol25 structures with the same formula, charge and spin: 449.9 kJ/mol
Kohn-Sham gap: 9.7 eV
structure (SMILES): Cl[C@@H]1[C@H]2C=NN[C@@H]12
LUMO level: 1.004 eV
total charge: 0
E: -724.9642 a.u.
HOMO energy: -8.65 eV

=====

Entry 3:
Here is one molecule with the formula CH2N4O in a non-equilibrium geometry from the Open Molecules 2025 dataset. Energies are from ωB97M-V with the def2-TZVPD basis set.

Structure (XYZ):
```
8
Properties=species:S:1:pos:R:3:forces:R:3
O -1.65699 1.13924 -0.17333 -1.1 0.5 -0.1
C -0.67944 0.47576 -0.14484 -0.3 -2.8 4.3
N 0.45970 0.46925 -0.75818 2.3 6.2 -3.8
N 1.36120 -0.44347 -0.40723 2.3 -1.7 0.5
N 0.89565 -1.15432 0.55931 1.5 1.7 -2.2
N -0.24255 -0.62741 0.86239 -4.7 -1.5 2.6
H 0.74423 1.57501 -1.17896 -0.7 -4.9 1.2
H -0.72980 -1.25184 1.64056 0.6 2.4 -2.5
```
Forces are in eV/Å.

Summary:
energy above the lowest of the compared OMol25 structures with the same formula, charge and spin: 179.6 kJ/mol
Kohn-Sham gap: 10.0 eV
structure (SMILES): O=c1[nH]nn[nH]1
LUMO level: 0.358 eV
total charge: 0
E: -333.4794 a.u.
HOMO energy: -9.59 eV

=====

Entry 4:
Here is a 3-piece molecular cluster, C21H15ClF3NO2 overall in a non-equilibrium geometry from the Open Molecules 2025 dataset. Energies are from ωB97M-V with the def2-TZVPD basis set.

Structure (XYZ):
```
43
Properties=species:S:1:pos:R:3:forces:R:3
C 2.10434 -0.12337 -0.63074 -0.5 1.1 -0.1
C 1.72005 1.45783 -0.41516 -1.2 2.5 0.5
C 2.81578 2.71305 -0.42672 -2.5 0.8 0.3
F 4.28342 2.40339 -0.60674 -4.9 1.0 0.5
C 2.36803 4.31182 -0.24840 -2.5 -2.4 0.2
C 0.75640 4.68599 -0.00356 1.0 -4.7 -0.3
Cl 0.10454 6.40358 0.26047 1.3 -3.0 -0.5
C -0.27678 3.41326 0.01960 1.6 -1.7 -0.3
C 0.14315 1.84135 -0.18240 2.8 3.4 0.1
C -1.22386 0.93860 -0.11849 -0.1 -3.9 -0.3
O -1.39446 -0.38023 0.00169 1.3 8.6 -0.9
N -2.39526 1.93213 -0.26166 2.6 0.7 0.6
C -1.89734 3.29925 0.24051 -2.1 4.3 2.1
O -2.69163 4.21465 0.80402 5.1 -6.1 -3.9
H 2.29850 -0.61508 0.42538 -0.3 1.0 -2.3
H 3.04133 -0.18737 -1.33309 -1.9 0.0 1.6
H 1.14865 -0.62995 -1.13025 2.2 1.1 1.2
H 3.14820 5.20896 -0.29011 -1.8 -2.4 0.1
H -2.60546 2.06586 -1.28207 0.1 -0.4 1.2
F -7.53326 1.64018 -0.86492 -0.1 0.1 -0.2
C -6.86765 0.95872 0.07699 0.6 -0.6 0.8
C -5.47743 0.98746 0.08850 -0.1 0.0 0.0
C -4.78410 0.28224 1.07213 -0.4 -0.1 0.1
C -5.48934 -0.45349 2.02770 0.0 0.1 -0.1
C -6.88458 -0.48019 2.00471 0.3 0.2 -0.2
C -7.57773 0.23412 1.02781 -0.1 0.0 -0.1
H -4.94648 1.55763 -0.66678 -0.1 0.0 0.2
H -3.69739 0.30461 1.09448 -0.3 0.0 -0.1
H -4.94805 -1.00701 2.79202 -0.1 0.1 -0.1
H -7.43120 -1.05685 2.74699 0.1 0.1 -0.1
H -8.66234 0.23162 1.00061 0.1 0.0 0.0
F 4.94471 -1.38660 -1.67676 0.0 0.3 -0.2
C 5.09016 -2.60686 -1.14347 0.1 -1.1 0.5
C 4.43508 -3.68871 -1.72152 0.0 0.1 0.0
C 4.59035 -4.96029 -1.16964 0.3 0.3 0.3
C 5.39112 -5.13412 -0.03813 0.0 0.0 -0.1
C 6.04047 -4.04114 0.53779 -0.3 0.0 -0.3
C 5.89394 -2.77174 -0.02094 0.0 0.1 0.0
H 3.81056 -3.53316 -2.59515 0.1 0.0 0.1
H 4.08868 -5.81387 -1.61873 0.1 0.2 0.1
H 5.50836 -6.12535 0.39463 0.0 0.2 -0.1
H 6.65990 -4.17821 1.42087 -0.1 0.1 -0.2
H 6.39859 -1.91268 0.40856 -0.1 -0.1 -0.1
```
Forces are in eV/Å.

Summary:
Kohn-Sham gap: 7.0 eV
structure (SMILES): Cc1c(F)cc(Cl)c2c1C(=O)NC2=O.Fc1ccccc1.Fc1ccccc1
LUMO level: -1.898 eV
total charge: 0
E: -1773.8500 a.u.
HOMO energy: -8.94 eV

=====

Entry 5:
Here is C24H44O3P2SYb as an isolated structure in a non-equilibrium geometry from the Open Molecules 2025 dataset. Energies are from ωB97M-V with the def2-TZVPD basis set.

Structure (XYZ):
```
75
Properties=species:S:1:pos:R:3:forces:R:3
Yb -0.44398 0.78778 1.01128 0.2 -1.9 2.0
C -0.95341 -1.95901 2.84914 0.5 0.2 -0.6
C 0.34773 -2.28789 2.38252 -1.9 -0.2 -0.4
C 0.55263 -0.62560 3.95145 2.4 -0.7 -1.3
C -0.82637 -0.93234 3.82270 -0.7 -0.6 -0.8
C 1.27882 -1.45450 3.05956 -0.1 2.3 1.9
C -2.21157 -2.60983 2.43424 -0.7 -0.7 -0.1
H -2.24875 -2.74447 1.34393 -0.1 -0.1 0.5
H -3.08083 -2.01228 2.74845 0.2 -0.3 -0.2
H -2.32130 -3.62010 2.85718 0.0 0.3 0.1
C -1.92964 -0.29874 4.58431 -0.2 -0.1 0.3
H -2.80735 -0.95445 4.58896 0.1 0.3 0.0
H -2.22618 0.68008 4.16475 0.1 -0.3 0.1
H -1.62155 -0.14340 5.62817 -0.1 0.1 -0.3
C 1.14381 0.35187 4.89602 0.2 0.5 0.4
H 0.55469 0.39191 5.82725 0.3 0.1 -0.3
H 1.16498 1.36692 4.45640 0.0 -0.3 0.3
H 2.17495 0.06824 5.15604 -0.4 0.2 0.0
C 2.74749 -1.47057 2.87235 0.6 -0.3 0.1
H 3.20363 -2.25612 3.49774 0.0 0.2 -0.1
H 3.18474 -0.50164 3.15155 0.0 -0.3 -0.1
H 3.01719 -1.67614 1.82217 -0.1 0.0 0.7
C 0.68608 -3.29621 1.35545 -0.1 -1.0 0.2
H 1.10673 -4.20316 1.81386 0.1 0.2 0.1
H 1.43738 -2.91183 0.64875 -0.2 -0.2 0.2
H -0.21779 -3.58829 0.79257 0.8 -0.1 0.6
C -1.07284 1.60663 -2.61490 -1.1 -0.1 -1.2
C -1.69641 0.49953 -3.06195 -0.6 1.2 -0.5
C -1.51319 -0.01947 -4.46593 -0.3 0.0 -0.5
C -0.04577 -0.29909 -4.92568 -1.2 -0.6 -0.7
C 1.08385 -0.13368 -3.96948 1.6 1.2 -0.6
C 1.66197 1.02607 -3.57038 1.0 -0.5 -1.5
C 1.15348 2.44148 -3.61138 0.3 0.2 0.0
C -0.37174 2.52762 -3.57042 0.6 0.8 -0.5
H -1.98204 0.69212 -5.17951 0.3 -0.2 0.4
H 0.12711 0.27241 -5.85563 0.2 0.0 0.6
H -2.09330 -0.94209 -4.61544 0.1 0.3 0.3
H -0.71055 2.40251 -4.60897 -0.3 -0.2 0.4
H -1.24793 2.04143 -1.62896 -0.3 -0.1 0.0
H -2.58226 0.10987 -2.56307 0.7 -0.2 0.2
H -0.63184 3.56088 -3.29647 -0.1 -0.3 -0.1
H 1.58629 3.01843 -2.76932 -0.2 -0.4 -0.3
H 2.76374 1.00069 -3.45343 -0.8 -0.3 0.8
H 1.57407 2.97603 -4.49678 -0.4 -0.5 0.3
H -0.01002 -1.34699 -5.28577 -0.1 0.5 0.3
H 1.68068 -1.05216 -3.86683 0.0 0.5 0.0
P -0.94626 -1.85187 -0.63704 0.6 0.9 0.6
C -2.56771 -1.00644 -0.24745 0.0 0.2 -0.8
C -0.99555 -2.57774 -2.30204 -0.6 -0.4 -0.7
P 2.05543 -0.35915 -0.14297 -1.0 0.7 0.2
C 0.32196 -0.46588 -0.95028 -0.2 0.0 -0.9
C 3.19536 -1.04214 -1.40083 0.4 -0.2 -0.2
C 2.20537 1.46877 -0.48164 0.0 0.2 -0.3
H -2.68579 -0.68542 0.79950 0.2 -0.3 -0.2
H -3.29954 -1.81405 -0.40346 0.0 0.4 0.1
H -2.83539 -0.17121 -0.89199 -0.1 0.0 0.1
H -0.13503 -2.24568 -2.90279 -0.4 -0.1 0.2
H -1.92692 -2.30581 -2.82913 0.4 -0.3 0.1
H -0.92145 -3.67719 -2.18495 -0.2 0.6 -0.2
H 1.58590 1.67745 -1.36621 0.4 0.1 0.4
H 3.25157 1.69582 -0.74671 -0.4 0.0 0.3
H 1.87759 2.14119 0.33743 0.4 -0.5 -0.3
H -0.16482 0.54170 -0.99769 0.6 -0.9 -0.4
H 0.48858 -0.48091 -2.03275 0.2 -0.3 0.5
H 4.05592 -1.51083 -0.88845 -0.4 0.3 -0.2
H 3.55904 -0.22857 -2.04748 -0.1 -0.5 0.2
H 2.70166 -1.81829 -1.99718 0.1 0.2 0.1
C -1.13887 4.27124 3.27619 -0.3 0.2 0.1
S -0.90694 3.37460 1.73922 -0.1 0.9 0.6
O -1.94573 2.27349 1.74790 0.5 0.9 -0.1
O -1.01916 4.26668 0.60945 0.2 -0.6 0.7
O 0.43691 2.67827 1.84767 -1.1 0.8 0.0
H -2.08733 4.82482 3.22322 0.3 -0.2 -0.2
H -0.32669 4.99112 3.46420 -0.2 -0.5 -0.3
H -1.21752 3.55358 4.09980 0.2 0.0 -0.3
```
Forces are in eV/Å.

Summary:
energy above the lowest of the compared OMol25 structures with the same formula, charge and spin: 538.3 kJ/mol
Kohn-Sham gap (alpha / beta): 8.4 / 5.9 eV
LUMO level (alpha / beta): -2.000 / -4.395 eV
total charge: +1
E: -3405.8426 a.u.
HOMO energy (alpha / beta): -10.36 / -10.26 eV
2S+1: 2

=====

Entry 6:
Here is a 2-piece molecular cluster, C6H9NO overall in a non-equilibrium geometry from the Open Molecules 2025 dataset. Energies are from ωB97M-V with the def2-TZVPD basis set.

Structure (XYZ):
```
17
Properties=species:S:1:pos:R:3:forces:R:3
C -0.95162 -1.01295 -0.97577 -0.4 0.0 0.4
C -1.73033 -1.49646 0.04011 0.5 -0.9 -0.8
N -1.62005 -0.65986 1.13899 -0.8 0.1 0.4
C -0.85702 0.36681 0.84698 0.4 0.2 -0.3
C -0.37440 0.17667 -0.50719 0.3 0.4 -0.1
C 0.52908 1.04640 -1.19145 -0.3 -0.3 0.3
C 1.05003 2.14760 -0.62161 0.7 0.6 -0.1
H -0.81382 -1.46614 -1.93728 0.0 -0.1 -0.2
H -2.25107 -2.44726 0.04611 -0.2 0.4 0.3
H -2.20586 -0.72813 1.96573 0.3 -0.1 -0.1
H -0.67331 1.19230 1.51362 -0.1 -0.1 0.1
H 0.80147 0.77469 -2.20598 -0.1 0.1 0.0
H 1.72158 2.80464 -1.16160 0.0 -0.2 -0.2
H 0.91764 2.48154 0.39789 -0.4 -0.3 0.1
H 1.93677 -0.32146 0.65294 0.4 -0.5 0.2
H 2.49311 -1.77494 0.74858 -0.2 0.4 0.2
O 2.02778 -1.08344 1.24990 -0.2 0.1 -0.4
```
Forces are in eV/Å.

Summary:
energy above the lowest of the compared OMol25 structures with the same formula, charge and spin: 79.6 kJ/mol
Kohn-Sham gap (alpha / beta): 9.7 / 7.1 eV
LUMO level (alpha / beta): -4.164 / -7.194 eV
total charge: +1
E: -363.7109 a.u.
HOMO energy (alpha / beta): -13.85 / -14.29 eV
2S+1: 2

=====

Entry 7:
Here is a 2-piece molecular cluster, C4H10O overall in a non-equilibrium geometry from the Open Molecules 2025 dataset. Energies are from ωB97M-V with the def2-TZVPD basis set.

Structure (XYZ):
```
15
Properties=species:S:1:pos:R:3:forces:R:3
C -1.86898 -1.08325 -0.86786 1.1 4.5 1.6
C -0.78720 -0.24961 -0.62063 -2.3 -6.9 -2.5
C -0.95001 0.95009 0.07718 0.3 3.9 2.8
C 0.56795 -0.88094 -0.95188 -1.8 -0.1 -2.2
H -1.80359 -2.05078 -1.20604 0.3 -2.0 -0.9
H -2.84214 -0.67056 -0.59487 0.0 -0.4 -0.2
H -0.64850 0.84071 1.18527 0.4 0.2 -1.6
H -2.02904 1.21477 0.28524 1.1 0.1 -1.1
H -0.30103 1.77580 -0.41580 -1.3 -0.8 1.1
H 0.57322 -1.98016 -1.18906 -0.3 1.0 1.0
H 1.14222 -0.55120 -0.16851 2.2 0.0 1.7
H 0.95244 -0.48157 -1.89217 0.2 0.5 0.1
O 2.26761 0.93260 1.91732 -0.6 -0.5 0.7
H 2.82084 1.66044 1.68402 0.6 0.7 -0.3
H 2.22414 0.36404 1.15256 0.1 -0.1 -0.3
```
Forces are in eV/Å.

Summary:
energy above the lowest of the compared OMol25 structures with the same formula, charge and spin: 171.5 kJ/mol
Kohn-Sham gap: 9.7 eV
structure (SMILES): C=C(C)C.O
LUMO level: 0.829 eV
total charge: 0
E: -233.5796 a.u.
HOMO energy: -8.84 eV